No. 1
{
  "formula": "C3H4N2O",
  "method": "the ωB97M-V functional and the def2-TZVPD basis",
  "homo_energy_ev": [-8.25, -8.07],
  "charge": 0,
  "lumo_ha": [-0.0444, -0.0450],
  "largest_force_ha_per_bohr": 0.1072,
  "symbols": ["C", "C", "C", "N", "N", "O", "H", "H", "H", "H"],
  "positions_angstrom": [[0.836, 0.846, -0.246], [-0.333, 0.393, 0.440], [0.582, -1.280, -0.627], [1.375, -0.176, -0.845], [-1.673, 1.963, 1.386], [-0.439, -0.864, 0.307], [0.998, 1.815, -0.374], [0.098, -1.518, -1.545], [0.867, -2.293, -0.145], [-2.313, 1.115, 1.649]]
}



No. 2
{
  "formula": "C4H12N4",
  "method": "the ωB97M-V functional and the def2-TZVPD basis",
  "homo_energy_ev": -17.89,
  "charge": 2,
  "lumo_ha": -0.3247,
  "largest_force_ha_per_bohr": 0.0791,
  "symbols": ["C", "C", "C", "C", "N", "N", "N", "N", "H", "H", "H", "H", "H", "H", "H", "H", "H", "H", "H", "H"],
  "positions_angstrom": [[1.102, 2.235, -0.808], [-0.890, 3.183, -1.987], [-1.485, -2.390, 0.450], [-0.279, -2.602, 1.078], [0.065, 2.832, -1.258], [1.393, 1.074, -0.232], [0.409, 0.149, 0.272], [0.751, -0.514, 1.389], [1.857, 2.950, -1.132], [-1.389, 4.054, -1.669], [-1.152, 2.824, -3.036], [-2.408, -2.222, 1.102], [-1.337, -1.763, -0.498], [-1.534, -3.469, 0.021], [0.591, -2.967, 0.631], [-0.097, -2.950, 2.071], [2.279, 0.994, 0.339], [0.153, -0.549, -0.487], [1.714, -0.786, 1.600], [0.256, -0.082, 2.156]]
}



What energy above the lowest of the compared OMol25 structures with the same formula, charge and spin values result from the calculations? In sequence: 8.296; 5.676 eV.